Computed, not measured: a molecular structure, C48H55CoN4OP2S, with the ωB97M-V functional and the def2-TZVPD basis.

Structure (XYZ):
```
112
Properties=species:S:1:pos:R:3:lowdin_spin:R:1
Co -0.454 1.099 0.817 0.9708
C 1.459 2.748 4.679 0.0012
C 0.792 2.885 3.344 0.0025
O 0.995 2.078 2.438 0.0235
N -0.085 3.906 3.185 -0.0005
C -0.785 4.088 1.922 0.0014
C -2.107 3.364 1.798 0.0009
C -3.280 4.049 2.079 0.0004
C -4.507 3.452 1.851 -0.0010
C -4.526 2.183 1.304 -0.0002
C -3.320 1.560 1.056 -0.0013
N -2.130 2.103 1.335 -0.0052
H 2.422 2.262 4.538 0.0001
H 0.839 2.111 5.312 0.0001
H 1.597 3.706 5.180 0.0001
H -0.292 4.512 3.960 0.0000
H -0.131 3.753 1.118 0.0009
H -0.959 5.154 1.785 0.0002
H -3.221 5.066 2.445 0.0001
H -5.427 3.981 2.061 -0.0001
H -5.451 1.683 1.056 0.0000
H -3.297 0.587 0.580 0.0002
C 3.411 -3.059 -5.139 0.0000
S 1.727 -3.681 -4.991 0.0000
C 1.596 -3.799 -3.195 0.0000
C 1.535 -2.450 -2.492 -0.0001
C 1.257 -2.623 -0.996 -0.0004
N 0.713 -1.436 -0.305 -0.0019
P 1.545 0.014 0.033 -0.0031
C 2.510 0.411 -1.459 0.0019
C 1.867 1.031 -2.527 0.0005
C 2.536 1.221 -3.728 0.0000
C 3.855 0.815 -3.867 0.0002
C 4.511 0.217 -2.800 0.0001
C 3.841 0.011 -1.604 0.0006
C 2.874 -0.418 1.201 0.0000
C 3.804 0.565 1.542 0.0002
C 4.768 0.318 2.505 0.0000
C 4.818 -0.917 3.142 0.0001
C 3.899 -1.901 2.810 0.0000
C 2.930 -1.650 1.847 -0.0001
P -0.964 -1.092 -0.275 0.0269
C -1.569 -1.475 -1.950 0.0063
C -1.718 -0.428 -2.856 0.0008
C -2.057 -0.688 -4.177 -0.0002
C -2.253 -1.993 -4.602 0.0005
C -2.133 -3.042 -3.699 0.0003
C -1.799 -2.786 -2.379 0.0021
C -1.698 -2.457 0.681 0.0053
C -3.087 -2.604 0.677 0.0032
C -3.693 -3.573 1.460 -0.0003
C -2.918 -4.409 2.257 0.0032
C -1.539 -4.267 2.267 -0.0001
C -0.932 -3.293 1.483 0.0033
H 3.630 -2.985 -6.203 0.0000
H 4.123 -3.748 -4.685 0.0000
H 3.519 -2.069 -4.697 0.0000
H 2.426 -4.404 -2.818 0.0000
H 0.679 -4.365 -3.009 0.0000
H 0.754 -1.843 -2.952 0.0000
H 2.473 -1.918 -2.643 0.0000
H 2.163 -2.945 -0.475 0.0001
H 0.527 -3.426 -0.861 0.0001
H 0.845 1.366 -2.416 0.0001
H 2.025 1.694 -4.556 0.0000
H 4.374 0.968 -4.805 0.0000
H 5.542 -0.096 -2.900 0.0000
H 4.356 -0.480 -0.790 0.0001
H 3.771 1.532 1.054 0.0001
H 5.487 1.087 2.757 0.0000
H 5.577 -1.111 3.889 0.0000
H 3.937 -2.867 3.296 0.0000
H 2.204 -2.416 1.608 0.0000
H -1.552 0.589 -2.521 -0.0001
H -2.164 0.133 -4.876 0.0000
H -2.506 -2.196 -5.635 0.0000
H -2.297 -4.061 -4.027 0.0001
H -1.722 -3.611 -1.681 0.0001
H -3.698 -1.967 0.046 0.0002
H -4.769 -3.685 1.443 -0.0001
H -3.390 -5.174 2.859 0.0002
H -0.930 -4.920 2.880 -0.0001
H 0.144 -3.178 1.504 0.0002
C -1.233 -2.720 6.002 -0.0001
C -1.042 -1.785 4.847 -0.0004
C 0.216 -1.393 4.416 0.0000
C 0.342 -0.558 3.319 -0.0008
N -0.697 -0.097 2.613 -0.0036
C -1.910 -0.473 3.039 -0.0007
C -2.124 -1.289 4.131 0.0000
H -0.338 -2.783 6.619 0.0000
H -1.460 -3.723 5.632 0.0000
H -2.068 -2.408 6.628 0.0000
H 1.109 -1.730 4.928 0.0000
H 1.313 -0.224 3.000 -0.0001
H -2.754 -0.126 2.473 -0.0001
H -3.138 -1.550 4.405 0.0000
C -1.022 5.317 -2.233 -0.0001
C -1.120 3.875 -2.745 -0.0004
C -2.534 3.618 -3.284 -0.0001
C -0.099 3.663 -3.869 0.0000
C -0.846 2.939 -1.635 -0.0061
C -0.689 2.125 -0.747 -0.0322
H -1.208 6.021 -3.047 0.0000
H -0.028 5.514 -1.827 0.0000
H -1.758 5.496 -1.447 0.0000
H -2.740 4.272 -4.134 0.0000
H -3.281 3.810 -2.511 0.0000
H -2.646 2.583 -3.612 0.0000
H -0.292 4.356 -4.690 0.0000
H -0.161 2.645 -4.261 0.0000
H 0.916 3.830 -3.505 0.0000
```

Calculated values
Spin multiplicity ... 2
Calculated total energy ... -4619.88192 Eh
HOMO level (spin up / spin down) ... -9.794 / -10.034 eV
⟨S²⟩ ... 0.763
HOMO-LUMO gap (spin up / spin down) ... 7.77 / 8.04 eV
Total charge ... +1

=====

Computed, not measured: 2 unconnected molecules or ions with the total composition C5H11NO2, with the ωB97M-V functional and the def2-TZVPD basis.

Structure (XYZ):
```
19
Properties=species:S:1:pos:R:3:mulliken_charge:R:1
N 1.700 -0.778 -0.083 -0.5117
C 2.241 0.254 0.786 -0.7382
C 1.124 0.706 1.722 -0.3809
C -0.172 0.262 1.043 -0.7936
C 0.257 -0.584 -0.189 0.2034
C -0.017 0.245 -1.425 -0.1750
O -1.126 0.378 -1.890 -0.5330
H 1.973 -1.708 0.218 0.2998
H 3.131 -0.117 1.295 0.3740
H 2.657 1.089 0.210 0.2474
H 1.199 1.795 1.838 0.2603
H 1.205 0.358 2.734 0.2904
H -0.874 1.030 0.715 0.3998
H -0.774 -0.290 1.753 0.2874
H -0.228 -1.550 -0.288 0.4048
H 0.824 0.761 -1.919 0.3516
H -2.535 -0.057 -0.592 0.3633
H -3.781 -0.881 -0.745 0.3014
O -3.302 -0.374 -0.081 -0.6511
```

Calculated values
Calculated total energy ... -402.32766 Eh
HOMO level ... -9.273 eV
HOMO-LUMO gap ... 10.07 eV

=====

Computed, not measured: 9 unconnected molecules or ions with the total composition C8H34N4O12, with the ωB97M-V functional and the def2-TZVPD basis.

Structure (XYZ):
```
58
Properties=species:S:1:pos:R:3:mulliken_charge:R:1
C 2.572 2.581 4.046 -0.3662
C 2.548 1.455 2.965 -0.4911
O 3.566 1.469 1.989 -0.5015
O 1.862 3.741 3.523 -0.4795
H 3.627 2.719 4.284 0.2441
H 2.007 2.117 4.854 0.3168
H 1.550 1.478 2.528 0.3246
H 2.612 0.506 3.497 0.3604
H 3.402 2.232 1.430 0.3038
H 2.268 3.943 2.677 0.2867
C -1.788 -0.929 -0.966 -0.4560
C -0.504 -0.803 -1.799 -0.2601
O 0.172 0.430 -1.473 -0.5369
O -2.689 0.114 -1.338 -0.5171
H -1.548 -0.763 0.085 0.2453
H -2.305 -1.883 -0.861 0.3753
H -0.448 -1.017 -2.867 0.3186
H 0.132 -1.529 -1.293 0.2466
H 1.069 0.306 -1.792 0.2764
H -2.169 0.921 -1.343 0.3002
C -2.393 6.784 0.976 -0.5460
C -3.538 7.599 1.444 -0.2434
O -4.818 6.935 1.345 -0.5321
O -2.537 6.306 -0.301 -0.4996
H -2.323 5.933 1.653 0.2912
H -1.381 7.191 0.976 0.3259
H -3.554 8.567 0.943 0.2633
H -3.548 7.774 2.520 0.3110
H -5.467 7.554 1.688 0.3095
H -3.176 5.615 -0.112 0.3206
C -0.212 -6.730 -0.229 0.6954
O -1.071 -6.131 0.454 -0.7076
N -0.103 -6.597 -1.484 -0.3981
N 0.772 -7.443 0.354 -0.4273
H 0.572 -7.136 -2.006 0.1906
H -1.009 -6.346 -1.853 0.2512
H 0.523 -7.739 1.287 0.2285
H 1.517 -7.764 -0.248 0.1679
C 4.030 -4.395 1.211 0.7327
O 4.763 -5.104 0.624 -0.6417
N 3.512 -4.565 2.374 -0.3912
N 3.789 -3.173 0.848 -0.3631
H 3.730 -5.388 2.918 0.2024
H 2.774 -3.909 2.587 0.1623
H 4.217 -2.970 -0.044 0.1656
H 3.204 -2.531 1.363 0.1351
O -5.496 -0.591 -4.386 -0.6436
H -6.310 -0.844 -3.951 0.3158
H -4.971 -0.186 -3.695 0.3252
O 4.218 0.260 -3.149 -0.6048
H 4.705 0.970 -2.730 0.3055
H 4.846 -0.139 -3.752 0.3118
O -6.200 0.068 1.427 -0.6333
H -5.404 0.220 0.918 0.3148
H -6.325 0.876 1.924 0.3180
O 2.146 0.273 -6.918 -0.6314
H 2.168 0.281 -5.962 0.3128
H 2.414 -0.614 -7.157 0.3156
```

Calculated values
Calculated total energy ... -1447.00826 Eh
HOMO level ... -9.805 eV
HOMO-LUMO gap ... 9.74 eV

=====

Computed, not measured: 2 unconnected molecules or ions with the total composition C4H10NO, with the ωB97M-V functional and the def2-TZVPD basis.

Structure (XYZ):
```
16
Properties=species:S:1:pos:R:3:mulliken_charge:R:1
C -0.691 -1.795 -2.520 -0.3173
C 0.084 0.051 2.001 -0.9732
C 0.045 -2.056 -1.483 -0.2344
C 0.607 1.407 1.347 -0.3619
N -0.054 1.592 0.208 0.3248
O -0.386 2.782 -0.128 -0.2603
H -0.856 2.810 -1.087 0.4645
H -0.887 -0.707 -2.751 0.1583
H -1.030 -2.684 -3.142 0.2206
H 0.940 -0.439 2.488 0.3694
H -0.697 0.467 2.638 0.3136
H -0.200 -0.824 1.461 0.3627
H 0.291 -1.280 -0.734 -0.1306
H 0.569 -2.956 -1.261 0.2807
H 1.705 1.173 1.106 0.3050
H 0.561 2.459 1.857 0.4781
```

Calculated values
Calculated total energy ... -287.91259 Eh
HOMO level ... -13.110 eV
HOMO-LUMO gap ... 5.52 eV
Total charge ... +1

=====

How do the records compare in F_max? In the order shown, they have 0.0180, 0.0301, 0.1231, 0.0953 hartree/bohr.
How do the records compare in relative energy (zero: lowest compared OMol25 entry of this formula, charge and spin)? In the order shown, they have 0.0, 31.7, 90.5, 157.2 kcal/mol.